1.
Molecular formula: C26H29N3O4
Method: DFT, ωB97M-V/def2-TZVPD

Structure (XYZ):
```
62
Properties=species:S:1:pos:R:3:forces:R:3:nbo_charge:R:1
C -10.481 -1.236 -0.248 0.0410 -0.2423 0.0566 -0.713
C -8.990 -1.452 -0.071 -0.4486 0.2703 -0.0980 0.683
O -8.505 -2.524 0.206 0.1432 -0.2638 0.0702 -0.604
N -8.279 -0.302 -0.261 -0.1707 0.3834 -0.1001 -0.599
C -6.898 -0.094 -0.184 0.3888 0.0222 0.0297 0.110
C -5.995 -1.109 0.118 -0.1036 -0.1107 0.0139 -0.189
C -4.645 -0.831 0.178 0.0736 0.3142 -0.0615 -0.231
C -4.162 0.455 -0.059 -0.3848 -0.0289 -0.0303 0.133
N -2.781 0.662 0.021 0.1407 -0.4049 0.0981 -0.604
C -2.073 1.810 -0.158 0.6360 -0.0560 0.0751 0.694
O -2.562 2.882 -0.438 -0.2150 0.2928 -0.0834 -0.608
C -0.567 1.634 0.026 -0.2159 -0.1297 0.0057 -0.302
C 0.025 0.670 -1.006 0.1980 0.2323 -0.0240 -0.392
C 1.540 0.590 -0.840 -0.1147 -0.2186 0.0396 -0.403
C 1.883 0.130 0.577 -0.0968 0.2505 -0.0637 -0.057
N 3.323 -0.011 0.742 -0.4942 0.0171 -0.0062 -0.481
C 4.229 1.020 0.614 0.3527 -0.1948 0.2120 0.725
O 3.947 2.166 0.378 -0.0310 0.3106 -0.1192 -0.587
C 5.619 0.448 0.814 0.1845 0.2663 -0.0256 -0.298
C 6.480 0.626 -0.470 -0.0791 0.0897 0.1031 -0.261
C 7.734 -0.157 -0.229 0.0671 0.0954 0.1146 -0.176
C 7.545 -1.448 0.009 0.0442 -0.0630 0.1459 -0.191
C 6.112 -1.885 -0.008 -0.0979 -0.0240 0.1240 -0.243
C 5.462 -1.478 -1.327 0.0166 -0.1963 -0.1313 -0.245
C 6.294 -1.045 -2.495 -0.1174 -0.0250 -0.2311 -0.417
C 5.676 -0.018 -1.596 0.0685 0.1213 -0.1866 -0.232
C 5.401 -1.039 1.088 0.1213 -0.3074 0.0833 -0.312
C 3.901 -1.230 1.031 0.3033 0.0678 0.1571 0.728
O 3.285 -2.250 1.196 -0.0583 -0.2815 -0.0038 -0.583
C 1.303 1.099 1.607 -0.1125 -0.2114 0.0391 -0.403
C -0.212 1.180 1.445 0.2060 0.2250 -0.0370 -0.392
C -5.065 1.469 -0.363 0.1018 0.1189 -0.0163 -0.236
C -6.415 1.191 -0.423 -0.0832 -0.3277 0.0635 -0.214
H -10.693 -0.879 -1.253 -0.0480 0.0583 -0.0655 0.226
H -10.998 -2.177 -0.087 0.0257 -0.0013 0.0022 0.243
H -10.843 -0.503 0.470 -0.0558 0.0781 0.0263 0.226
H -8.810 0.527 -0.489 0.0086 -0.2347 0.0524 0.395
H -6.355 -2.106 0.304 -0.0053 -0.0207 0.0040 0.251
H -3.953 -1.627 0.415 0.0733 -0.0942 0.0278 0.204
H -2.255 -0.169 0.252 0.0068 0.2109 -0.0426 0.395
H -0.130 2.624 -0.138 -0.1283 -0.0477 -0.0030 0.231
H -0.399 -0.331 -0.886 -0.0642 -0.0531 -0.0310 0.188
H -0.216 1.016 -2.013 -0.0595 -0.0729 -0.0194 0.224
H 1.984 1.571 -1.012 0.0345 -0.0046 -0.0419 0.225
H 1.959 -0.111 -1.566 0.0528 0.0125 -0.0115 0.212
H 1.478 -0.876 0.748 0.0580 0.1601 -0.0286 0.232
H 6.104 0.969 1.642 -0.1210 -0.0281 -0.0211 0.246
H 6.661 1.684 -0.657 -0.0048 -0.0720 0.0155 0.241
H 8.696 0.326 -0.253 0.2170 -0.0019 -0.0116 0.219
H 8.332 -2.156 0.204 0.2079 -0.0625 -0.0007 0.220
H 5.983 -2.948 0.196 0.0167 0.0720 -0.0123 0.240
H 4.504 -1.944 -1.518 -0.0689 0.0677 -0.0817 0.234
H 7.361 -1.197 -2.470 0.0549 0.0017 0.0495 0.226
H 5.860 -1.162 -3.476 -0.1236 0.0140 -0.0200 0.224
H 4.877 0.598 -1.987 -0.0924 -0.0678 -0.0567 0.233
H 5.766 -1.351 2.070 -0.1086 0.0515 -0.0374 0.247
H 1.745 2.085 1.456 0.0197 0.0044 0.0444 0.227
H 1.555 0.759 2.614 0.0400 0.0219 0.0068 0.214
H -0.644 0.198 1.655 -0.0723 -0.0389 0.0375 0.188
H -0.622 1.886 2.169 -0.0655 -0.0615 0.0363 0.224
H -4.705 2.466 -0.549 0.0079 0.0219 -0.0043 0.260
H -7.108 1.987 -0.659 -0.0688 0.0952 -0.0269 0.204
```
Positions in Å, forces in eV/Å.

Calculated values
Frontier orbital gap, eV: 8.565
Relative energy (zero: lowest compared OMol25 entry of this formula, charge and spin), eV: 0.000
Calculated total energy, eV: -40095.1358

2.
Molecular formula: C26H29N3O4S
Method: DFT, ωB97M-V/def2-TZVPD

Structure (XYZ):
```
63
Properties=species:S:1:pos:R:3:forces:R:3:nbo_charge:R:1
C -0.929 -3.549 -2.175 0.1697 -0.0586 -0.3712 -0.400
N -1.052 -3.478 -0.747 0.0104 0.0893 0.0967 -0.329
C -1.907 -4.222 0.000 -0.3342 -0.2349 0.1058 -0.061
C -1.727 -3.910 1.320 -0.1319 -0.0779 -0.0127 -0.306
C -0.721 -2.931 1.380 0.1957 -0.0214 -0.0502 -0.252
C -0.310 -2.688 0.093 0.4400 0.0501 0.2436 0.091
C 0.668 -1.712 -0.460 0.0648 -0.1932 -0.0203 -0.162
C 1.798 -1.304 0.513 -0.0870 -0.2256 -0.5354 0.694
O 1.717 -1.356 1.721 -0.1203 0.0175 0.4828 -0.635
N 2.884 -0.871 -0.149 0.4215 0.1208 -0.2027 -0.623
C 4.065 -0.362 0.520 -0.0063 0.0882 -0.0676 -0.061
C 4.079 1.169 0.519 0.0476 -0.1604 0.3703 -0.396
C 5.339 1.694 1.199 0.0140 0.1236 -0.3056 -0.400
C 6.586 1.150 0.511 0.0296 -0.0850 0.3258 -0.396
C 6.574 -0.375 0.522 0.0066 0.1255 -0.3270 -0.396
C 5.319 -0.904 -0.164 -0.0017 -0.0839 0.3862 -0.400
N -0.039 -0.490 -0.899 0.0316 -0.3245 0.2227 -0.481
C 0.459 0.221 -1.929 -0.2309 0.3067 -0.2260 0.716
O 1.478 -0.117 -2.514 0.2330 0.0014 -0.2990 -0.662
C -0.311 1.475 -2.327 0.2101 -0.0257 -0.2406 -0.531
C -0.446 2.425 -1.186 -0.3995 0.5003 0.0881 -0.171
C 0.529 2.851 -0.338 -0.0885 -0.0692 -0.2725 -0.286
C 0.055 3.749 0.645 -0.0452 0.0960 0.1177 -0.241
C -1.271 3.999 0.526 -0.3245 -0.0751 -0.2548 -0.418
S -1.974 3.145 -0.791 0.7042 -0.0075 0.1623 0.439
C -1.202 -0.130 -0.167 -0.4722 0.2456 0.2514 0.250
C -1.078 0.328 1.135 -0.0043 0.0013 -0.2550 -0.236
C -2.196 0.673 1.888 -0.3525 -0.0069 -0.0263 -0.261
C -3.424 0.538 1.288 0.1474 -0.2993 -0.6240 0.298
C -3.550 0.054 -0.016 0.2482 0.1601 0.6045 0.232
C -2.457 -0.296 -0.765 -0.1790 -0.0049 0.1956 -0.310
O -4.872 0.003 -0.358 0.3017 -0.1012 -0.2877 -0.478
C -5.580 0.478 0.768 -1.2334 0.1060 0.0766 0.237
O -4.666 0.810 1.791 0.3647 0.0846 0.2436 -0.490
H -0.953 -2.553 -2.621 -0.0187 -0.0205 -0.0031 0.203
H 0.008 -4.034 -2.466 -0.0729 0.0381 -0.0217 0.204
H -1.758 -4.131 -2.575 0.0323 0.0415 0.0226 0.218
H -2.579 -4.919 -0.461 -0.0945 -0.1091 -0.1345 0.206
H -2.256 -4.331 2.151 -0.1317 -0.1162 0.1223 0.221
H -0.324 -2.467 2.258 0.0986 0.1292 0.1093 0.248
H 1.145 -2.122 -1.359 -0.0836 0.0968 0.1698 0.244
H 2.819 -0.720 -1.150 -0.1763 -0.1135 0.0656 0.429
H 4.013 -0.723 1.553 0.0612 0.0530 -0.1067 0.224
H 3.192 1.535 1.041 -0.0777 -0.0010 -0.0686 0.211
H 4.042 1.523 -0.515 -0.0552 0.0285 -0.0787 0.194
H 5.343 2.786 1.173 -0.0070 0.0102 0.0994 0.208
H 5.337 1.384 2.246 0.0054 0.0364 0.0943 0.197
H 7.480 1.519 1.018 0.0434 0.0478 -0.0680 0.208
H 6.616 1.505 -0.521 0.0448 0.0481 -0.0659 0.193
H 7.461 -0.760 0.015 0.0270 -0.0548 0.0731 0.209
H 6.598 -0.730 1.555 0.0519 -0.0535 0.0615 0.197
H 5.305 -1.995 -0.138 -0.0574 -0.0154 -0.0739 0.215
H 5.314 -0.590 -1.211 -0.0045 -0.0150 -0.1133 0.193
H -1.298 1.203 -2.702 0.0400 -0.0328 -0.0585 0.239
H 0.251 1.938 -3.145 -0.0984 -0.1511 0.0785 0.253
H 1.552 2.529 -0.413 0.2324 -0.1223 -0.0293 0.227
H 0.679 4.186 1.403 0.0803 0.0961 0.1588 0.224
H -1.889 4.638 1.125 -0.0829 0.1609 0.1769 0.236
H -0.098 0.407 1.575 0.1311 0.0253 0.0268 0.244
H -2.103 1.032 2.898 0.0235 0.0600 0.1566 0.232
H -2.565 -0.683 -1.764 0.0285 -0.0880 -0.1658 0.229
H -6.268 -0.304 1.127 0.2286 0.1326 -0.0710 0.159
H -6.160 1.372 0.488 0.2024 -0.1729 0.0482 0.157
```
Positions in Å, forces in eV/Å.

Calculated values
Frontier orbital gap, eV: 8.469
Relative energy (zero: lowest compared OMol25 entry of this formula, charge and spin), eV: 0.908
Calculated total energy, eV: -50929.0020

3.
Molecular formula: C26H29NO4S
Method: DFT, ωB97M-V/def2-TZVPD

Structure (XYZ):
```
61
Properties=species:S:1:pos:R:3:forces:R:3:nbo_charge:R:1
C -1.580 -1.762 -0.770 0.2353 -0.0806 0.3053 -0.636
C -0.692 -2.455 0.260 -0.2627 -0.1412 -0.2354 -0.056
O 0.271 -1.616 0.870 0.0804 0.4127 0.1835 -0.546
C -0.195 -0.671 1.784 0.1722 -0.7012 0.6041 0.384
O -0.785 0.436 1.135 0.0516 0.4384 -0.2551 -0.547
C 0.103 1.302 0.542 0.7107 -0.0570 0.2489 0.184
C -0.478 2.170 -0.523 -0.1628 0.0515 0.0720 0.627
O 0.197 2.970 -1.145 0.1652 0.0268 -0.1196 -0.627
N -1.797 1.974 -0.729 -0.2928 -0.1184 0.2170 -0.598
C -2.488 2.491 -1.890 0.0841 0.1356 -0.0994 -0.266
C -2.654 1.403 -2.921 -0.0984 0.0515 0.0073 0.055
C -3.906 0.906 -3.254 0.0768 0.1159 0.0393 -0.245
C -4.029 -0.127 -4.168 -0.0630 -0.1175 -0.0744 -0.205
C -2.900 -0.679 -4.748 -0.0925 -0.0776 -0.0566 -0.220
C -1.646 -0.190 -4.417 0.0977 0.0200 0.0047 -0.194
C -1.524 0.846 -3.510 -0.0224 0.0142 -0.0503 -0.246
C 1.405 1.348 0.828 -0.4446 0.1580 0.0327 -0.200
C 2.051 0.486 1.859 -0.1316 -0.3430 0.0764 -0.283
C 3.087 -0.453 1.280 0.3221 0.1484 0.4557 -0.026
C 4.089 -0.921 2.061 0.0843 -0.1119 -0.2798 -0.374
S 5.139 -2.051 1.286 -0.2521 0.1010 -0.1644 0.396
C 4.216 -1.912 -0.181 0.0234 0.1434 0.3551 -0.175
C 4.473 -2.588 -1.364 -0.0251 -0.0694 -0.2136 -0.226
C 3.645 -2.363 -2.442 0.1923 -0.1522 0.0403 -0.199
C 2.583 -1.466 -2.335 -0.1253 0.1183 -0.0021 -0.249
C 2.332 -0.792 -1.162 -0.0798 0.0101 -0.1791 -0.122
C 3.142 -1.009 -0.044 0.3786 -0.3208 -0.2246 -0.105
C 0.996 -0.297 2.677 -0.2383 0.0313 -0.0202 -0.234
C 0.603 0.411 3.982 -0.0557 0.0316 -0.2115 -0.396
C 0.005 1.819 3.870 -0.3062 -0.2565 0.0962 -0.445
C -1.526 1.808 3.838 0.2473 0.3591 -0.3257 -0.064
O -2.089 1.188 4.971 -0.1227 -0.1600 0.5015 -0.721
H -0.971 -1.209 -1.481 0.0240 0.0720 -0.0968 0.218
H -2.271 -1.077 -0.286 -0.0835 0.0447 -0.0375 0.200
H -2.156 -2.508 -1.311 -0.0798 -0.0800 -0.0837 0.217
H -1.315 -2.921 1.038 0.1181 -0.0239 -0.0626 0.163
H -0.091 -3.228 -0.226 -0.1417 -0.0073 0.0718 0.196
H -1.014 -1.093 2.393 0.1375 0.0774 -0.1451 0.171
H -2.242 1.237 -0.204 0.1089 0.0069 -0.0384 0.411
H -1.866 3.301 -2.283 -0.1784 -0.0432 0.0646 0.245
H -3.459 2.893 -1.586 0.0981 0.0124 -0.0829 0.202
H -4.790 1.333 -2.802 -0.0840 0.0514 0.0599 0.209
H -5.008 -0.503 -4.425 -0.0753 -0.0372 -0.0199 0.213
H -2.996 -1.487 -5.458 -0.0112 -0.0636 -0.0578 0.214
H -0.764 -0.616 -4.871 0.0811 -0.0297 -0.0413 0.212
H -0.550 1.236 -3.253 0.1415 0.0504 0.0328 0.226
H 2.021 2.049 0.287 -0.0614 0.1056 -0.1697 0.251
H 2.588 1.144 2.555 -0.0791 -0.0358 -0.0393 0.235
H 4.283 -0.670 3.087 -0.0326 0.1299 0.2266 0.228
H 5.306 -3.272 -1.428 0.0758 -0.0852 -0.0555 0.218
H 3.822 -2.879 -3.374 0.0235 -0.0467 -0.0764 0.212
H 1.949 -1.294 -3.193 -0.0643 0.0350 -0.0709 0.209
H 1.515 -0.094 -1.105 -0.0669 -0.0172 -0.0561 0.215
H 1.438 -1.257 2.966 -0.0864 0.1343 -0.0663 0.237
H -0.115 -0.219 4.515 0.0915 -0.0231 0.0943 0.222
H 1.508 0.460 4.593 -0.0127 -0.0759 0.0217 0.207
H 0.372 2.335 2.983 0.0566 0.1292 0.0213 0.222
H 0.318 2.400 4.743 -0.0057 0.0863 -0.0444 0.198
H -1.893 2.840 3.743 0.0131 -0.1245 -0.0719 0.160
H -1.888 1.235 2.984 0.0105 0.1302 0.0473 0.187
H -1.784 1.653 5.759 -0.0633 -0.0329 -0.0519 0.461
```
Positions in Å, forces in eV/Å.

Calculated values
Frontier orbital gap, eV: 8.694
Relative energy (zero: lowest compared OMol25 entry of this formula, charge and spin), eV: 0.185
Calculated total energy, eV: -47948.3513

4.
Molecular formula: C26H29O2PtTe
Method: DFT, ωB97M-V/def2-TZVPD

Structure (XYZ):
```
59
Properties=species:S:1:pos:R:3:forces:R:3:nbo_charge:R:1
Pt -0.157 -0.472 1.118 -0.0882 -0.0401 0.0321 1.153
C -3.722 -1.114 4.172 -0.0276 -0.0038 0.0098 -0.599
C -3.154 -0.412 2.918 0.0020 0.0052 0.0146 -0.271
C -4.098 -0.532 1.727 -0.0021 -0.0176 0.0031 -0.620
C -1.801 -1.013 2.684 0.0512 -0.0042 -0.0358 0.079
C -1.579 -2.105 1.809 -0.0367 -0.0218 0.0235 -0.224
C -0.328 -2.786 1.739 0.0432 0.0164 0.0087 -0.147
C 0.791 -2.315 2.441 -0.0581 -0.0408 -0.0466 0.057
C 2.115 -2.986 2.392 0.0054 -0.0300 0.0124 -0.671
C 0.616 -1.098 3.195 0.0403 -0.1347 0.0058 -0.201
C -0.642 -0.513 3.374 0.0262 0.1437 0.0165 -0.202
H -4.689 -0.671 4.409 0.0031 -0.0010 0.0031 0.269
H -3.078 -0.995 5.043 0.0052 0.0055 0.0004 0.229
H -3.874 -2.179 3.989 0.0017 0.0024 -0.0106 0.230
H -3.007 0.643 3.171 0.0017 -0.0023 0.0051 0.229
H -4.414 -1.563 1.561 -0.0005 0.0054 -0.0019 0.234
H -3.654 -0.158 0.798 0.0025 0.0003 -0.0064 0.193
H -5.000 0.045 1.920 0.0027 0.0001 0.0069 0.271
H -2.396 -2.449 1.186 0.0141 -0.0002 -0.0141 0.299
H -0.238 -3.650 1.091 0.0193 0.0035 -0.0052 0.286
H 2.931 -2.264 2.391 0.0075 0.0004 -0.0010 0.260
H 2.205 -3.660 1.543 -0.0080 0.0054 0.0001 0.264
H 2.221 -3.584 3.305 0.0135 0.0084 -0.0002 0.302
H 1.486 -0.650 3.662 -0.0291 0.0328 0.0186 0.296
H -0.734 0.361 4.009 -0.0215 0.0053 -0.0259 0.293
C 3.629 0.425 -0.603 -0.0210 0.0495 0.0253 -0.715
C 2.191 0.022 -0.594 -0.0457 -0.0260 -0.0575 0.654
O 1.633 0.222 0.549 0.0482 -0.0090 -0.0217 -0.635
C 1.546 -0.535 -1.727 0.0052 0.0564 0.0777 -0.345
C 2.308 -0.734 -2.911 0.0155 -0.0359 -0.1383 -0.025
C 1.742 -1.225 -4.055 0.0573 0.0288 0.0680 -0.248
C 0.378 -1.537 -4.059 -0.0067 0.0142 0.0293 -0.057
C -0.400 -1.355 -2.932 -0.0310 -0.0429 -0.0113 -0.283
C 0.166 -0.860 -1.762 0.0303 -0.0838 -0.0124 0.388
O -0.709 -0.713 -0.751 -0.0306 0.1043 0.0302 -0.653
H 3.895 0.884 0.345 0.0034 0.0030 -0.0084 0.260
H 3.827 1.119 -1.418 0.0062 -0.0024 -0.0135 0.279
H 4.253 -0.459 -0.757 -0.0014 -0.0094 -0.0018 0.283
H 3.362 -0.499 -2.909 0.0010 0.0070 0.0159 0.232
H 2.343 -1.378 -4.940 -0.0078 -0.0039 -0.0057 0.264
H -0.082 -1.934 -4.956 0.0006 -0.0030 -0.0022 0.259
H -1.452 -1.607 -2.933 0.0060 0.0042 -0.0135 0.252
C 0.523 3.102 0.388 0.0143 -0.0294 0.0107 -0.628
Te -1.197 1.960 0.895 0.0025 0.0503 -0.0089 1.121
C -1.646 2.070 -1.178 -0.0608 0.0084 0.0363 -0.619
C -0.344 2.405 -1.856 -0.0032 -0.0250 0.0148 -0.105
C -0.206 2.257 -3.232 0.0023 -0.0112 0.0141 -0.134
C 0.982 2.628 -3.844 0.0079 0.0014 -0.0139 -0.183
C 2.026 3.149 -3.090 0.0090 0.0051 0.0048 -0.177
C 1.893 3.294 -1.717 0.0005 -0.0015 0.0018 -0.192
C 0.706 2.915 -1.097 0.0373 -0.0011 -0.0129 -0.094
H 1.363 2.777 0.999 0.0126 0.0088 -0.0061 0.269
H 0.265 4.127 0.674 -0.0282 -0.0074 0.0124 0.286
H -2.385 2.879 -1.228 -0.0057 -0.0099 -0.0121 0.281
H -2.117 1.142 -1.497 0.0208 0.0184 -0.0113 0.278
H -1.025 1.870 -3.825 -0.0045 0.0049 -0.0030 0.233
H 1.088 2.526 -4.916 -0.0010 0.0008 -0.0008 0.253
H 2.942 3.460 -3.576 0.0008 -0.0017 0.0001 0.253
H 2.700 3.722 -1.134 -0.0019 -0.0004 0.0008 0.240
```
Positions in Å, forces in eV/Å.

Calculated values
Charge: +3
Frontier orbital gap, eV: 5.438
Calculated total energy, eV: -42038.9714

no.,E_HOMO (eV)
1,-7.937
2,-7.864
3,-8.027
4,-17.350